Entry 1:
C20H14AuIN3OS2 | the ωB97M-V functional and the def2-TZVPD basis

Results
Gap between HOMO and LUMO (alpha / beta)   8.2 / 5.0 eV
HOMO level (alpha / beta)   -11.2 / -11.2 eV
Total energy   -60940.250 eV
LUMO level (alpha / beta)   -3.027 / -6.176 eV

Geometry as ORCA input:
```
! wB97M-V def2-TZVPD RIJCOSX def2/J DEFGRID3
* xyz 1 3
Au -0.12 0.11 0.38
N 4.10 -0.98 0.17
C 3.88 -1.47 1.45
C 4.73 -2.05 2.39
C 4.16 -2.41 3.59
C 2.79 -2.20 3.86
C 1.96 -1.62 2.92
C 2.53 -1.26 1.71
N 1.96 -0.67 0.59
C 2.92 -0.51 -0.29
C 2.73 0.11 -1.60
C 3.69 0.36 -2.54
S 2.99 1.15 -3.87
C 1.47 1.09 -3.09
N 1.47 0.53 -1.93
H 4.97 -0.96 -0.32
H 5.78 -2.21 2.19
H 4.78 -2.86 4.36
H 2.40 -2.49 4.82
H 0.91 -1.45 3.12
H 4.74 0.14 -2.51
H 0.58 1.51 -3.55
C -6.59 -8.72 -1.92
C -5.51 -8.07 -1.11
O -5.56 -7.76 0.03
S -3.99 -7.80 -2.15
C -3.31 -6.31 -1.57
C -2.56 -5.59 -2.52
C -1.97 -4.41 -2.18
C -2.09 -3.90 -0.86
C -2.83 -4.66 0.10
C -3.42 -5.84 -0.24
C -1.50 -2.71 -0.50
C -0.98 -1.63 -0.17
H -7.41 -8.98 -1.26
H -6.19 -9.62 -2.41
H -6.91 -8.04 -2.70
H -2.48 -5.97 -3.53
H -1.40 -3.84 -2.90
H -2.90 -4.28 1.11
H -3.96 -6.41 0.49
I 0.01 2.49 1.23
*
```

Entry 2:
C20H14AuN4O4SeTe | the ωB97M-V functional and the def2-TZVPD basis

Results
Gap between HOMO and LUMO   4.8 eV
HOMO level   -4.9 eV
Total energy   -111450.482 eV
LUMO level   -0.128 eV
Relative energy (zero: lowest compared OMol25 entry of this formula, charge and spin)   10.2 kJ/mol

Geometry as ORCA input:
```
! wB97M-V def2-TZVPD RIJCOSX def2/J DEFGRID3
* xyz -1 1
Au -0.08 -1.84 0.87
O 6.85 -1.86 2.10
C 6.34 -1.86 0.97
O 6.87 -1.88 -0.16
C 4.80 -1.90 0.95
C 4.12 -1.95 -0.26
C 2.75 -1.97 -0.27
N 2.02 -1.95 0.86
C 2.65 -1.92 2.06
C 4.04 -1.89 2.12
C 1.79 -1.90 3.34
O 2.40 -1.94 4.40
O 0.54 -1.81 3.15
H 4.70 -1.96 -1.17
H 2.18 -2.02 -1.19
H 4.52 -1.87 3.08
Se -3.61 -5.16 -0.24
N -4.91 -4.00 0.09
C -4.31 -2.86 0.34
C -4.98 -1.63 0.64
C -4.21 -0.55 0.87
C -2.78 -0.63 0.82
N -2.12 -1.72 0.55
C -2.87 -2.87 0.29
N -2.30 -4.01 0.00
H -6.06 -1.60 0.69
H -4.66 0.41 1.10
H -2.17 0.24 1.02
C 0.06 3.37 0.46
Te 0.60 1.29 0.60
C -0.17 1.13 -1.38
C -0.62 2.50 -1.81
C -1.17 2.71 -3.08
C -1.56 3.97 -3.48
C -1.42 5.05 -2.62
C -0.89 4.85 -1.36
C -0.49 3.58 -0.93
H 0.94 3.99 0.65
H -0.69 3.59 1.21
H -0.98 0.40 -1.40
H 0.62 0.75 -2.03
H -1.27 1.86 -3.75
H -1.98 4.11 -4.47
H -1.72 6.04 -2.93
H -0.78 5.69 -0.68
*
```

Entry 3:
C20H14BrF3N3O6SSe4Ta | the ωB97M-V functional and the def2-TZVPD basis

Results
Gap between HOMO and LUMO   5.4 eV
HOMO level   -7.3 eV
Total energy   -389688.992 eV
LUMO level   -1.819 eV
Relative energy (zero: lowest compared OMol25 entry of this formula, charge and spin)   592.8 kJ/mol

Geometry as ORCA input:
```
! wB97M-V def2-TZVPD RIJCOSX def2/J DEFGRID3
* xyz 0 1
Ta 1.55 0.47 -0.99
C -1.51 -4.43 -5.87
C -0.60 -3.71 -4.91
C 0.78 -3.84 -5.04
C 1.64 -3.23 -4.14
C 1.08 -2.43 -3.14
C -0.29 -2.31 -2.97
C -1.12 -2.96 -3.87
S 2.13 -2.02 -1.78
O 2.92 -3.18 -1.54
O 3.08 -0.77 -1.75
N 1.14 -1.54 -0.58
C 0.50 -2.47 0.30
C 0.40 -3.83 0.04
C -0.17 -4.61 1.02
C -0.63 -4.03 2.19
C -0.51 -2.65 2.32
N 0.05 -1.89 1.39
H -1.59 -5.49 -5.59
H -1.13 -4.39 -6.89
H -2.51 -4.01 -5.85
H 1.20 -4.43 -5.85
H 2.71 -3.37 -4.21
H -0.73 -1.70 -2.18
H -2.19 -2.85 -3.74
H 0.78 -4.27 -0.88
H -0.25 -5.68 0.87
H -1.05 -4.62 2.99
H -0.87 -2.14 3.20
Se 1.55 1.16 1.32
Se 0.77 2.09 3.73
Se 0.28 4.69 0.75
Se 0.86 2.82 -0.41
Br 0.04 2.81 6.00
C -1.07 1.61 3.09
C -2.30 1.98 3.64
C -3.42 1.53 2.96
C -3.31 0.79 1.77
C -2.04 0.53 1.29
N -0.98 0.94 1.98
C -1.68 -0.11 -0.03
O -2.38 -1.01 -0.48
O -0.65 0.39 -0.64
H -2.36 2.60 4.52
H -4.41 1.75 3.34
H -4.18 0.47 1.22
F 2.76 1.65 -5.30
C 2.25 0.55 -4.77
F 3.21 -0.38 -4.71
F 1.27 0.11 -5.55
C 1.72 0.88 -3.36
O 2.39 1.71 -2.69
O 0.59 0.50 -2.90
*
```

Entry 4:
C20H14BrIN2O2Pt | the ωB97M-V functional and the def2-TZVPD basis

Results
Gap between HOMO and LUMO (alpha / beta)   7.1 / 4.2 eV
HOMO level (alpha / beta)   -14.1 / -14.1 eV
Total energy   -109411.353 eV
LUMO level (alpha / beta)   -6.991 / -9.869 eV

Geometry as ORCA input:
```
! wB97M-V def2-TZVPD RIJCOSX def2/J DEFGRID3
* xyz 2 5
Pt 0.68 -0.06 -0.34
O 2.64 0.50 -0.62
C 3.32 1.57 -0.62
C 4.70 1.48 -1.02
C 5.49 2.60 -1.05
C 4.96 3.84 -0.69
C 3.61 3.96 -0.32
C 2.78 2.86 -0.24
C 1.44 3.06 0.25
N 0.61 2.12 0.54
N -0.54 2.35 1.10
C -1.52 1.45 0.80
O -1.33 0.52 -0.04
C -2.80 1.65 1.44
C -3.91 0.92 1.00
C -5.12 1.07 1.65
C -5.22 1.94 2.74
C -4.12 2.67 3.18
C -2.91 2.54 2.53
H 5.07 0.51 -1.30
H 6.53 2.52 -1.35
H 5.59 4.72 -0.70
H 3.21 4.93 -0.07
H 1.11 4.09 0.36
H -3.81 0.26 0.15
H -5.98 0.52 1.32
H -6.17 2.06 3.25
H -4.20 3.33 4.02
H -2.04 3.10 2.85
Br 1.26 -5.74 1.22
C 0.41 -5.48 -0.45
C 0.15 -6.58 -1.25
C -0.47 -6.41 -2.48
C -0.82 -5.14 -2.92
C -0.58 -4.03 -2.12
C 0.03 -4.22 -0.89
I 0.33 -2.58 0.44
H 0.44 -7.56 -0.91
H -0.68 -7.27 -3.10
H -1.29 -5.00 -3.88
H -0.86 -3.05 -2.46
*
```

Entry 5:
C20H14ClF2NO4S | the ωB97M-V functional and the def2-TZVPD basis

Results
Gap between HOMO and LUMO   9.5 eV
HOMO level   -9.7 eV
Total energy   -59438.866 eV
LUMO level   -0.223 eV
SMILES   Cc1cc(C)c(S(=O)(=O)c2ccccc2)c(OC(=O)c2cc(F)c(F)cc2Cl)n1
Relative energy (zero: lowest compared OMol25 entry of this formula, charge and spin)   0.0 kJ/mol

Geometry as ORCA input:
```
! wB97M-V def2-TZVPD RIJCOSX def2/J DEFGRID3
* xyz 0 1
O 0.87 -2.04 -2.01
O -1.21 -1.05 3.57
O -1.89 0.62 1.94
F 3.49 3.43 -3.57
F 4.47 0.95 -3.78
Cl -0.91 1.99 -1.52
N -1.76 -2.56 -1.23
O -0.47 -0.70 -0.71
C 0.46 -0.94 -1.68
C -1.25 -1.73 -0.30
C -2.59 -3.54 -0.93
C 3.45 0.07 1.32
C 2.99 -1.14 1.85
C 2.56 1.13 1.11
C 1.43 2.64 -2.70
C 2.48 0.10 -2.75
C -3.05 -3.65 0.37
C 1.61 -1.35 2.05
C 1.20 0.97 1.45
C 2.70 2.43 -3.21
C 3.22 1.15 -3.29
C 0.66 1.59 -2.19
C 1.19 0.28 -2.21
C -2.60 -2.82 1.36
C 0.72 -0.28 1.89
C -1.65 -1.87 1.04
C -3.11 -4.41 -2.07
C -3.19 -2.95 2.75
S -1.06 -0.57 2.19
H 4.50 0.27 1.13
H 3.74 -1.89 2.07
H 2.93 2.08 0.70
H 0.99 3.63 -2.72
H 2.91 -0.90 -2.81
H -3.80 -4.44 0.62
H 1.22 -2.29 2.40
H 0.50 1.79 1.27
H -2.74 -4.04 -3.02
H -2.79 -5.43 -1.92
H -4.20 -4.38 -2.04
H -3.89 -3.79 2.83
H -2.41 -3.21 3.48
H -3.63 -2.00 3.05
*
```

Entry 6:
C20H14F10HgIN5 | the ωB97M-V functional and the def2-TZVPD basis

Results
Gap between HOMO and LUMO (alpha / beta)   5.3 / 3.9 eV
HOMO level (alpha / beta)   -3.3 / -3.3 eV
Total energy   -67864.711 eV
LUMO level (alpha / beta)   1.990 / 0.596 eV
Relative energy (zero: lowest compared OMol25 entry of this formula, charge and spin)   32.7 kJ/mol

Geometry as ORCA input:
```
! wB97M-V def2-TZVPD RIJCOSX def2/J DEFGRID3
* xyz -1 2
Hg 0.82 -0.69 0.77
C -1.46 2.53 -1.63
N -1.05 1.80 -0.44
C -0.24 2.64 0.42
C 1.19 2.89 -0.08
N 2.06 1.80 0.27
C 2.74 1.11 -0.62
C 2.66 1.08 -2.05
F 1.79 1.90 -2.71
C 3.40 0.22 -2.83
F 3.23 0.23 -4.17
C 4.32 -0.65 -2.28
F 5.05 -1.49 -3.07
C 4.47 -0.65 -0.90
F 5.37 -1.48 -0.34
C 3.73 0.20 -0.12
F 3.93 0.16 1.21
C -2.17 1.22 0.27
C -2.77 -0.01 -0.42
N -2.09 -1.24 -0.07
C -2.13 -2.30 -0.86
C -1.41 -3.46 -0.44
F -0.82 -3.45 0.73
C -1.27 -4.60 -1.20
F -0.56 -5.63 -0.76
C -1.91 -4.69 -2.44
F -1.77 -5.77 -3.19
C -2.70 -3.63 -2.86
F -3.36 -3.74 -4.01
C -2.82 -2.49 -2.10
F -3.67 -1.58 -2.58
H -2.09 1.90 -2.27
H -2.04 3.43 -1.38
H -0.60 2.81 -2.22
H -0.73 3.63 0.58
H -0.15 2.15 1.39
H 1.16 3.15 -1.14
H 1.55 3.78 0.46
H -1.81 0.92 1.26
H -2.98 1.96 0.41
H -3.81 -0.10 -0.10
H -2.77 0.16 -1.49
I -0.74 -0.45 7.36
C -0.16 0.30 5.51
C 0.96 1.06 5.26
N 0.92 1.33 3.94
N -0.13 0.79 3.33
C -0.81 0.15 4.27
H 1.75 1.39 5.91
H 1.61 1.81 3.38
H -1.70 -0.39 4.03
*
```

Entry 7:
C20H14F3N2O4S | the ωB97M-V functional and the def2-TZVPD basis

Results
Gap between HOMO and LUMO   6.6 eV
HOMO level   -4.3 eV
Total energy   -51123.961 eV
LUMO level   2.295 eV

Geometry as ORCA input:
```
! wB97M-V def2-TZVPD RIJCOSX def2/J DEFGRID3
* xyz -1 1
C 3.14 1.77 -1.41
C 1.89 2.47 -0.90
O 0.81 1.48 -0.66
C -0.33 2.08 -0.27
C -1.61 1.27 -0.09
C -2.74 1.67 -1.12
C -3.42 2.89 -0.82
C -4.83 2.91 -0.83
C -5.53 1.87 -1.50
C -4.83 0.79 -2.06
C -3.45 0.71 -1.85
C -1.25 -0.08 -0.50
N -1.08 -0.99 -1.22
O -0.38 3.28 -0.01
H 3.94 2.53 -1.54
H 3.50 1.05 -0.66
H 2.98 1.29 -2.39
H 2.12 2.96 0.06
H 1.52 3.22 -1.62
H -2.81 3.74 -0.49
H -5.36 3.70 -0.26
H -6.62 1.90 -1.52
H -5.34 -0.04 -2.57
H -2.98 -0.25 -2.10
F -3.87 0.00 2.97
C -2.93 0.13 1.99
F -1.76 -0.49 2.36
F -3.46 -0.43 0.88
S -2.36 1.89 1.54
N 1.15 -1.44 0.38
C 0.98 -2.81 0.55
O 0.04 -3.56 0.33
C 2.34 -3.22 1.08
C 2.99 -2.08 1.50
C 4.37 -2.15 1.70
C 5.08 -3.31 1.41
C 4.39 -4.48 1.02
C 3.02 -4.41 0.86
C 2.07 -0.90 1.24
O 2.16 0.28 1.64
H 4.89 -1.27 2.04
H 6.16 -3.36 1.47
H 4.94 -5.41 0.85
H 2.45 -5.25 0.51
*
```

Entry 8:
C20H14FeN3O2 | the ωB97M-V functional and the def2-TZVPD basis

Results
Gap between HOMO and LUMO (alpha / beta)   8.1 / 6.3 eV
HOMO level (alpha / beta)   -15.4 / -15.4 eV
Total energy   -63905.819 eV
LUMO level (alpha / beta)   -7.319 / -9.134 eV

Geometry as ORCA input:
```
! wB97M-V def2-TZVPD RIJCOSX def2/J DEFGRID3
* xyz 2 6
Fe 1.25 -0.05 -0.93
O 2.68 -3.60 -0.88
C 1.99 -2.64 -1.00
O 2.47 -1.37 -1.11
C 0.48 -2.69 -1.02
C -0.21 -3.89 -1.08
C -1.58 -3.84 -1.13
C -2.26 -2.61 -1.11
C -3.67 -2.51 -1.15
C -4.28 -1.29 -1.11
C -3.50 -0.11 -1.02
C -2.14 -0.17 -0.98
C -1.49 -1.42 -1.03
N -0.13 -1.50 -0.99
H 0.35 -4.81 -1.10
H -2.16 -4.76 -1.19
H -4.25 -3.42 -1.23
H -5.35 -1.21 -1.15
H -4.00 0.85 -0.98
H -1.55 0.75 -0.90
C 1.49 -0.60 3.37
C 1.51 0.71 3.82
C 1.44 1.75 2.90
C 1.35 1.45 1.55
N 1.32 0.17 1.13
C 1.40 -0.83 2.01
C 1.31 2.47 0.47
C 1.31 3.83 0.69
C 1.28 4.70 -0.40
C 1.27 4.18 -1.68
C 1.27 2.81 -1.84
N 1.29 1.97 -0.79
H 1.56 -1.43 4.05
H 1.59 0.93 4.87
H 1.47 2.78 3.23
H 1.39 -1.84 1.62
H 1.32 4.23 1.70
H 1.29 5.77 -0.24
H 1.25 4.82 -2.55
H 1.27 2.36 -2.82
*
```

Entry 9:
C20H15Br2Cl2N2O2 | the ωB97M-V functional and the def2-TZVPD basis

Results
Gap between HOMO and LUMO   4.3 eV
HOMO level   -10.2 eV
Total energy   -193160.487 eV
LUMO level   -5.814 eV

Geometry as ORCA input:
```
! wB97M-V def2-TZVPD RIJCOSX def2/J DEFGRID3
* xyz 1 1
C -3.88 5.07 4.11
C -3.08 4.67 2.70
Br -3.14 5.82 1.04
C -2.31 3.38 2.75
Br -2.24 2.22 4.43
N -1.54 2.80 1.54
C -2.45 2.32 0.39
C -1.87 1.63 -0.98
C -0.25 1.43 -1.13
C 0.53 0.73 -2.39
C 1.54 -0.54 -2.01
C 2.36 -1.34 -3.21
N 2.24 -0.91 -4.66
C 3.04 -1.66 -5.75
O 2.47 -2.18 -6.86
O 4.53 -1.81 -5.68
C 1.34 0.26 -5.07
C 0.42 1.13 -3.97
C 0.69 2.02 0.12
C -0.03 2.71 1.47
H -3.15 5.14 5.02
H -4.54 6.03 3.97
H -4.62 4.15 4.31
H -3.62 2.45 0.48
H -2.60 1.27 -1.82
H 1.69 -0.89 -0.88
H 3.03 -2.25 -2.85
H 1.34 0.51 -6.23
H -0.28 2.03 -4.31
H 1.88 1.94 0.10
H 0.64 3.11 2.38
Cl 0.79 -2.58 -0.62
C 0.89 -3.53 0.82
C 0.15 -3.24 1.96
Cl -0.95 -1.91 2.05
C 0.28 -4.04 3.10
C 1.15 -5.14 3.09
C 1.89 -5.43 1.95
C 1.76 -4.63 0.81
H -0.29 -3.82 4.00
H 1.25 -5.76 3.98
H 2.56 -6.28 1.94
H 2.34 -4.87 -0.08
*
```

Entry 10:
C20H15Cl2FO2S | the ωB97M-V functional and the def2-TZVPD basis

Results
Gap between HOMO and LUMO   3.5 eV
HOMO level   -6.3 eV
Total energy   -63670.963 eV
LUMO level   -2.844 eV
Relative energy (zero: lowest compared OMol25 entry of this formula, charge and spin)   207.5 kJ/mol

Geometry as ORCA input:
```
! wB97M-V def2-TZVPD RIJCOSX def2/J DEFGRID3
* xyz 0 1
Cl -8.64 0.35 0.05
C -6.94 0.34 -0.23
C -6.25 -0.87 -0.28
C -4.86 -0.87 -0.51
C -4.19 0.34 -0.70
S -2.40 0.33 -1.08
C -1.58 0.56 0.43
Cl 0.04 0.37 0.59
O -2.15 -1.00 -1.59
O -2.22 1.48 -1.94
C -4.88 1.55 -0.65
C -6.27 1.56 -0.42
H -6.78 -1.81 -0.15
H -4.33 -1.81 -0.56
H -2.17 0.86 1.28
H -4.36 2.49 -0.80
H -6.81 2.50 -0.39
F 3.07 -1.22 4.39
C 3.21 -0.16 3.52
C 3.34 1.12 4.07
C 3.48 2.19 3.18
C 3.41 1.99 1.81
C 3.20 0.69 1.25
C 2.94 0.62 -0.15
C 2.96 -0.49 -1.06
C 3.18 -0.21 -2.44
C 3.15 -1.21 -3.40
C 2.94 -2.55 -3.02
C 2.74 -2.85 -1.67
C 2.69 -1.84 -0.71
C 3.21 -0.41 2.16
H 3.36 1.26 5.15
H 3.63 3.20 3.58
H 3.51 2.83 1.13
H 2.92 1.60 -0.64
H 3.38 0.82 -2.73
H 3.30 -0.96 -4.46
H 2.93 -3.34 -3.77
H 2.61 -3.89 -1.36
H 2.42 -2.09 0.32
H 3.22 -1.44 1.81
*
```

Entry 11:
C20H15F10O2S | the ωB97M-V functional and the def2-TZVPD basis

Results
Gap between HOMO and LUMO   7.5 eV
HOMO level   -5.3 eV
Total energy   -63088.193 eV
LUMO level   2.291 eV
Relative energy (zero: lowest compared OMol25 entry of this formula, charge and spin)   0.0 kJ/mol

Geometry as ORCA input:
```
! wB97M-V def2-TZVPD RIJCOSX def2/J DEFGRID3
* xyz -1 1
O 4.12 -1.84 1.15
C 3.20 -1.20 0.67
C 3.05 -0.93 -0.82
C 3.31 -1.87 -1.79
C 3.09 -1.53 -3.11
C 2.64 -0.30 -3.50
C 2.38 0.66 -2.52
C 2.59 0.32 -1.22
C 2.30 1.30 -0.09
O 2.57 2.49 -0.14
C 1.60 0.63 1.11
C 0.54 1.24 1.75
C 0.02 2.58 1.27
C -0.62 2.40 -0.15
C -2.17 2.35 -0.09
C -2.82 1.35 -1.07
C -3.46 0.11 -0.39
F -3.91 0.38 0.85
F -4.57 -0.18 -1.14
C -2.44 -1.06 -0.46
F -2.43 -1.47 -1.74
F -1.20 -0.68 -0.20
S -2.81 -2.58 0.61
F -2.59 -1.75 1.94
F -1.27 -2.99 0.56
F -3.02 -3.52 -0.67
F -4.38 -2.31 0.60
F -3.07 -3.86 1.53
C -0.04 0.55 2.80
C 0.42 -0.68 3.19
C 1.48 -1.29 2.54
C 2.06 -0.62 1.50
H 3.65 -2.87 -1.52
H 3.26 -2.27 -3.90
H 2.47 -0.04 -4.54
H 1.99 1.66 -2.73
H -0.76 2.94 1.96
H 0.80 3.35 1.22
H -0.17 1.57 -0.71
H -0.33 3.31 -0.70
H -2.51 3.35 -0.39
H -2.46 2.24 0.96
H -2.08 0.99 -1.78
H -3.60 1.83 -1.68
H -0.90 1.00 3.31
H -0.07 -1.21 4.00
H 1.83 -2.28 2.83
F 4.30 0.69 0.74
*
```

Look up the total energy of the tenth one. -63670.963 eV

Look up the total energy of the fourth one. -109411.353 eV